C26H43MnN3S2 | ωB97M-V with the def2-TZVPD basis set

Results
HOMO (spin up / spin down) in eV: -17.84 / -17.85
LUMO energy (spin up / spin down) in eV: -12.3501 / -10.5332
Gap between HOMO and LUMO (spin up / spin down) in eV: 5.49 / 7.32
M in g/mol: 516.72
2S+1: 5
Net charge: +3

Geometry as XYZ:
```
75
Properties=species:S:1:pos:R:3:forces:R:3:lowdin_charge:R:1
Mn -1.0118 -1.0744 -1.4819 2.2 -0.1 1.4 0.737
S -1.1021 -3.5525 -1.3669 0.2 0.2 -0.8 0.945
S 1.2725 0.0293 -2.4901 -0.3 -0.1 -0.5 0.904
C 0.5155 -4.2440 -1.9091 0.4 0.1 0.4 -0.262
C -2.0382 -3.7165 -2.9202 -0.2 0.0 0.0 -0.391
C -1.4465 -2.8887 -4.0531 0.2 -0.1 0.1 -0.208
N -1.2717 -1.4522 -3.6419 -0.3 -0.3 -0.4 -0.153
C -0.3885 -0.7386 -4.6063 0.2 0.0 -0.4 -0.215
C 0.3173 0.4563 -3.9825 -0.1 0.1 0.2 -0.408
H -3.0507 -3.3781 -2.6732 0.1 -0.4 -0.1 0.081
H -2.0419 -4.7926 -3.1431 -0.2 0.4 -0.1 0.115
H -2.0636 -2.9852 -4.9631 0.1 0.1 0.4 0.157
H -0.4565 -3.2823 -4.3030 -0.1 0.1 0.0 0.117
H -0.9639 -0.4139 -5.4903 0.2 -0.1 0.3 0.153
H 0.3598 -1.4576 -4.9695 -0.2 0.2 0.1 0.123
H -0.3912 1.2375 -3.6962 0.2 0.0 -0.2 0.062
H 1.0356 0.8838 -4.6865 -0.2 0.1 0.0 0.105
C 2.5681 -0.9108 -3.3170 0.6 -0.3 0.2 -0.324
H -2.1986 -1.0166 -3.6530 0.4 -0.3 -0.7 0.085
H 2.2558 -1.9518 -3.5398 0.3 0.7 0.0 0.039
H 3.4249 -0.9001 -2.6127 -0.4 -0.2 -0.5 0.067
H 2.8529 -0.3592 -4.2354 -0.1 -0.4 0.5 0.076
H 1.0924 -4.4240 -0.9905 -0.2 -0.1 -0.6 0.042
H 1.1089 -3.5853 -2.5610 -0.5 -0.1 0.2 0.045
H 0.3472 -5.2140 -2.3931 -0.2 0.3 0.1 0.085
C -3.2123 -0.4366 -1.8292 -0.8 0.0 0.5 -0.096
C -3.1148 -0.1797 -0.4941 -1.1 0.5 0.0 0.042
H -3.6703 -1.3488 -2.2202 0.6 -0.2 0.4 0.100
H -3.1196 0.3562 -2.5679 -0.7 0.0 0.2 0.077
H -3.0258 -1.0041 0.2038 -0.6 -0.1 0.3 0.100
H -3.2642 0.8361 -0.0400 0.8 -1.0 -0.6 0.138
C -0.3465 5.1170 2.0147 -0.3 -0.1 0.0 -0.014
C 0.0496 4.7133 0.5848 -0.5 0.8 0.2 -0.573
C -0.4309 5.7666 -0.4066 -0.1 0.1 -0.1 -0.048
C 1.5698 4.6256 0.4847 0.4 -0.4 -0.3 -0.018
C -0.4974 3.3630 0.2048 0.9 0.2 0.4 -0.101
C -1.1823 3.1642 -1.0028 -0.3 -0.8 -0.2 0.062
C -1.3313 1.8727 -1.4705 -0.3 0.4 0.9 -0.119
N -0.8476 0.8016 -0.7674 -0.3 0.5 -0.3 -0.108
C -0.3351 0.9630 0.4886 -0.1 1.0 -0.3 -0.171
C -0.1637 2.2609 1.0000 -0.4 -1.3 -0.3 0.101
C 0.1000 -0.2490 1.1994 0.6 -0.7 1.0 -0.174
C 0.4689 -0.2155 2.5680 0.2 -0.4 -1.2 0.098
C 1.0313 -1.3674 3.1400 0.2 -1.0 0.7 -0.089
C 1.3221 -2.4494 2.2937 -0.5 -0.2 -1.1 0.048
C 0.8150 -2.4668 0.9899 -0.1 0.8 0.6 -0.079
N 0.1721 -1.3988 0.4542 -0.3 0.8 0.0 0.018
C 1.2757 -1.6269 4.6447 0.3 0.4 0.5 -0.556
C 0.4353 -2.8326 5.1002 -0.4 -0.2 -0.4 -0.034
C 2.7589 -1.9477 4.9635 0.0 0.3 -0.3 -0.024
C 0.8576 -0.4199 5.4794 0.0 0.1 -0.1 -0.056
H 0.0238 6.1363 2.2032 -0.1 -0.4 0.1 0.112
H 0.0847 4.4313 2.7555 0.0 0.3 -0.1 0.084
H -1.4406 5.1039 2.1290 0.3 0.1 0.0 0.104
H 0.0190 6.7324 -0.1735 -0.1 -0.1 0.0 0.108
H -0.1349 5.5015 -1.4270 0.0 0.2 0.1 0.094
H -1.5189 5.8774 -0.3671 0.1 0.1 0.0 0.103
H 1.9655 3.9134 1.2134 0.1 0.1 0.0 0.091
H 1.8463 4.2774 -0.5182 0.1 0.1 0.1 0.100
H 2.0334 5.6071 0.6416 -0.2 -0.2 0.1 0.115
H -1.6461 3.9942 -1.5389 0.4 -0.3 0.1 0.136
H -1.9824 1.7036 -2.3418 0.9 0.0 0.4 0.116
H 0.2351 2.3448 2.0198 -0.1 0.3 -0.8 0.132
H 0.3907 0.7111 3.1370 -0.2 -0.4 -0.1 0.120
H 1.8853 -3.3237 2.6451 -0.4 0.5 -0.1 0.139
H 0.9075 -3.3386 0.3559 0.0 0.2 0.4 0.061
H 0.7340 -3.7504 4.5818 -0.1 0.1 0.1 0.086
H 0.5430 -3.0108 6.1780 0.1 0.2 -0.3 0.109
H -0.6290 -2.6468 4.9090 0.1 -0.1 0.0 0.097
H 3.3920 -1.1026 4.6573 0.0 -0.3 0.1 0.098
H 2.8756 -2.0808 6.0550 -0.1 0.0 -0.6 0.110
H 3.0953 -2.8673 4.4619 0.0 0.3 0.2 0.086
H 1.4703 0.4504 5.2211 -0.1 0.0 0.2 0.094
H -0.2035 -0.1853 5.3239 0.2 0.0 0.1 0.095
H 1.0133 -0.6436 6.5415 -0.1 0.1 -0.3 0.106
```
Forces are in eV/Å.